Record 1
{"formula": "C30H66F15N6O12P", "method": "the ωB97M-V functional and the def2-TZVPD basis", "de_lowest_kcal_mol": 200.5, "charge": 2, "homo_energy_ev": -9.0186, "gap_ev": 2.02, "species": ["C", "C", "O", "N", "H", "H", "C", "H", "H", "H", "H", "H", "H", "C", "C", "O", "N", "H", "H", "C", "H", "H", "H", "H", "H", "H", "C", "C", "O", "N", "H", "H", "C", "H", "H", "H", "H", "H", "H", "C", "C", "O", "N", "H", "H", "C", "H", "H", "H", "H", "H", "H", "C", "C", "O", "N", "H", "H", "C", "H", "H", "H", "H", "H", "H", "C", "C", "O", "N", "H", "H", "C", "H", "H", "H", "H", "H", "H", "C", "O", "O", "C", "F", "F", "F", "C", "C", "H", "H", "H", "H", "H", "H", "C", "O", "O", "C", "F", "F", "F", "C", "C", "H", "H", "H", "H", "H", "H", "C", "O", "O", "C", "F", "F", "F", "C", "C", "H", "H", "H", "H", "H", "H", "P", "F", "F", "F", "F", "F", "F"], "positions_angstrom": [[3.4331, 3.7657, 3.5294], [3.2495, 2.2927, 3.1507], [2.5872, 1.4811, 3.7858], [4.1469, 1.8511, 2.0182], [4.0308, 2.5784, 1.3219], [5.1300, 1.9904, 2.2249], [3.8704, 0.4620, 1.3750], [2.6310, 4.0202, 4.2205], [3.5615, 4.3901, 2.6457], [4.3453, 3.8222, 4.1252], [4.3687, 0.4691, 0.4062], [2.7864, 0.4005, 1.4384], [4.4430, -0.2924, 1.9130], [3.7125, 1.8748, -4.3276], [2.2618, 1.9547, -3.9562], [1.3513, 1.4329, -4.5996], [1.9258, 2.3420, -2.4998], [1.6641, 1.5729, -1.8913], [2.8600, 2.5376, -2.1603], [1.0486, 3.6441, -2.5692], [4.1283, 0.9535, -4.7382], [4.2583, 1.9406, -3.3849], [4.1159, 2.6318, -5.0009], [0.0596, 3.3491, -2.9169], [1.5659, 4.3582, -3.2077], [0.8396, 4.0467, -1.5792], [-2.0828, 5.8565, 5.3649], [-1.4619, 5.1117, 4.2265], [-1.3663, 3.9142, 4.2799], [-1.2180, 5.9776, 3.0447], [-2.0365, 6.5741, 3.0126], [-0.4282, 6.6028, 3.1557], [-1.2414, 5.2689, 1.6568], [-2.8823, 6.5806, 5.2134], [-1.3022, 6.2766, 6.0012], [-2.3897, 4.9719, 5.9230], [-2.2552, 4.8760, 1.7026], [-0.4437, 4.5394, 1.5271], [-0.9998, 6.1163, 1.0160], [-6.6794, 0.0545, -2.8190], [-6.0124, 1.1340, -1.9727], [-6.6325, 1.6239, -1.0347], [-4.6129, 1.6636, -2.3441], [-4.1998, 1.0731, -3.0632], [-4.9566, 2.4814, -2.8353], [-3.7032, 2.0748, -1.1966], [-7.4849, 0.5724, -3.3401], [-6.9556, -0.7589, -2.1503], [-5.9915, -0.2200, -3.6204], [-2.6813, 2.3723, -1.4263], [-3.6512, 1.1618, -0.6046], [-4.1919, 2.8901, -0.6645], [-0.7301, -0.0311, 4.8282], [-2.1079, -0.4037, 4.2945], [-2.9362, -1.0285, 4.9281], [-2.6032, 0.2424, 3.0069], [-1.7846, 0.4892, 2.4601], [-3.1858, -0.3713, 2.4511], [-3.4005, 1.4992, 3.3277], [-0.5917, 1.0460, 4.9222], [0.1478, -0.4101, 4.3047], [-0.7552, -0.5842, 5.7669], [-4.2953, 1.0863, 3.7925], [-3.6698, 2.1315, 2.4829], [-2.9019, 2.1689, 4.0268], [-2.0745, -4.3018, 1.7127], [-0.8864, -3.4008, 1.7014], [-0.8167, -2.4083, 2.4242], [0.2295, -3.8629, 0.8445], [1.0622, -4.0458, 1.3967], [-0.0370, -4.7650, 0.4680], [0.4882, -2.7885, -0.2107], [-2.9985, -3.9941, 2.2014], [-1.8501, -5.3574, 1.8636], [-2.4855, -4.1682, 0.7081], [-0.4268, -2.8618, -0.7971], [1.4073, -3.0780, -0.7171], [0.5914, -1.7753, 0.1736], [3.3915, -5.3805, 1.8140], [2.8209, -4.1050, 2.0828], [2.2569, -6.2474, 1.9065], [4.3851, -5.4008, 0.6442], [4.5824, -6.6904, 0.2751], [3.9038, -4.6536, -0.3243], [5.5370, -4.9506, 1.1037], [3.5255, -2.9860, 2.6597], [2.4971, -1.9330, 3.1935], [1.6435, -2.3622, 3.7203], [2.8904, -1.2590, 3.9547], [2.0708, -1.4676, 2.3043], [4.1879, -2.4357, 1.9891], [4.1532, -3.4247, 3.4366], [3.9538, -5.5942, 2.7269], [3.9594, -2.0319, -2.8169], [3.7008, -1.4531, -4.0432], [5.3595, -2.1353, -2.6493], [3.1953, -1.0433, -1.8227], [3.2669, -1.6694, -0.6128], [3.6298, 0.2030, -1.7361], [1.9162, -1.0591, -2.0871], [2.5423, -2.0107, -4.8223], [2.6484, -1.3473, -6.1938], [2.8576, -0.2785, -6.1753], [3.4016, -1.8420, -6.8067], [1.6961, -1.5063, -6.7014], [1.5963, -1.8106, -4.3183], [2.5194, -3.0986, -4.8972], [3.4731, -3.0079, -2.7390], [-2.6699, -1.2522, -4.1437], [-3.5681, -2.3694, -4.0364], [-3.4687, -0.0965, -4.3216], [-1.4171, -1.2578, -3.2040], [-1.6716, -0.9859, -1.9299], [-0.9440, -2.5009, -3.1544], [-0.5146, -0.4990, -3.7404], [-4.2113, -2.6676, -2.7711], [-5.0802, -3.8971, -2.8579], [-5.5009, -4.0231, -1.8589], [-5.9324, -3.8358, -3.5340], [-4.4591, -4.7706, -3.0555], [-4.8716, -1.8872, -2.3887], [-3.4060, -2.8442, -2.0559], [-2.2509, -1.5239, -5.1146], [-0.1914, 1.3926, 0.6704], [-0.4162, 2.3137, -0.6639], [0.9771, 0.5831, -0.2208], [0.8916, 2.3992, 1.3363], [-0.1194, 0.3163, 1.8553], [-1.3298, 2.2883, 1.3693], [-1.3109, 0.4131, 0.0178]]}

Record 2
{"formula": "C30H66N4O6Pb", "method": "the ωB97M-V functional and the def2-TZVPD basis", "homo_energy_ev": -5.4065, "gap_ev": 5.95, "species": ["Pb", "C", "C", "C", "C", "C", "C", "N", "O", "C", "C", "C", "H", "H", "H", "H", "H", "H", "H", "H", "H", "H", "H", "H", "H", "H", "H", "H", "H", "H", "C", "C", "C", "C", "C", "C", "N", "O", "C", "C", "C", "H", "H", "H", "H", "H", "H", "H", "H", "H", "H", "H", "H", "H", "H", "H", "H", "H", "H", "C", "O", "C", "C", "N", "C", "C", "O", "C", "H", "H", "H", "H", "H", "H", "H", "H", "H", "H", "H", "H", "H", "H", "H", "C", "O", "C", "C", "N", "C", "C", "O", "C", "H", "H", "H", "H", "H", "H", "H", "H", "H", "H", "H", "H", "H", "H", "H"], "positions_angstrom": [[-26.2497, 22.2343, -20.6593], [-30.5617, 20.9425, -21.0444], [-30.3856, 20.9311, -22.5595], [-31.7641, 21.3356, -23.1237], [-31.6877, 21.6009, -24.6245], [-30.7327, 22.7712, -24.8476], [-29.3386, 22.4590, -24.3002], [-29.3901, 21.9634, -22.9134], [-28.1138, 21.6121, -22.4363], [-28.6063, 23.8019, -24.2767], [-28.6080, 21.5446, -25.3148], [-30.0334, 19.5398, -23.1142], [-30.9193, 21.9150, -20.6993], [-29.6421, 20.7691, -20.4923], [-31.3558, 20.2597, -20.7260], [-32.2057, 22.2291, -22.6738], [-32.4456, 20.5190, -22.8706], [-32.6601, 21.8432, -25.0604], [-31.3305, 20.7252, -25.1720], [-31.1429, 23.6107, -24.2761], [-30.6797, 23.0549, -25.8989], [-27.5351, 23.6885, -24.0980], [-29.0369, 24.4316, -23.4971], [-28.6747, 24.3025, -25.2465], [-29.2601, 20.8776, -25.8813], [-27.8614, 20.9162, -24.8250], [-28.0782, 22.1757, -26.0326], [-29.5868, 19.5539, -24.1084], [-30.8891, 18.8680, -23.2237], [-29.2808, 19.0583, -22.4866], [-22.0352, 22.2222, -18.3762], [-22.6972, 23.4045, -17.6436], [-21.5380, 24.2721, -17.1197], [-21.9608, 25.5942, -16.5186], [-22.8566, 26.3314, -17.5201], [-24.0798, 25.5140, -18.0524], [-23.6270, 24.1801, -18.4194], [-24.5104, 23.4495, -19.2056], [-24.4877, 26.2989, -19.2963], [-25.2405, 25.6029, -17.0407], [-23.4021, 22.7970, -16.3962], [-22.8020, 21.4665, -18.5692], [-21.3491, 21.7074, -17.7049], [-21.6185, 22.5659, -19.3228], [-20.7462, 24.3865, -17.8618], [-21.1073, 23.6862, -16.2995], [-21.1049, 26.2433, -16.3219], [-22.5255, 25.5255, -15.5865], [-22.2775, 26.7026, -18.3756], [-23.1321, 27.3385, -17.1799], [-24.5546, 27.3679, -19.0771], [-25.4606, 26.0262, -19.7150], [-23.7662, 26.1730, -20.1059], [-26.1314, 25.0694, -17.3753], [-25.6038, 26.6364, -17.0482], [-24.9062, 25.3435, -16.0377], [-22.9356, 21.9073, -15.9601], [-24.4468, 22.5436, -16.5923], [-23.4148, 23.5192, -15.5737], [-26.4793, 25.5276, -22.3060], [-26.0902, 24.1793, -22.3682], [-25.0217, 23.9798, -23.3213], [-24.7521, 22.4914, -23.5311], [-24.2538, 21.8982, -22.3214], [-23.9726, 20.4628, -22.4469], [-23.8534, 19.7462, -21.1044], [-24.9533, 20.0081, -20.2157], [-24.7071, 19.4379, -18.9308], [-27.1177, 25.6832, -21.4353], [-27.0712, 25.7712, -23.1934], [-25.6514, 26.2270, -22.1559], [-24.1157, 24.4768, -22.9605], [-25.4016, 24.4911, -24.2095], [-24.0291, 22.4279, -24.3621], [-25.6358, 22.0008, -23.9487], [-23.3928, 22.3461, -22.0192], [-23.1176, 20.2890, -23.1085], [-24.8176, 20.0062, -22.9730], [-22.9526, 20.0530, -20.5648], [-23.8057, 18.6698, -21.2923], [-25.3089, 20.0048, -18.2230], [-23.6643, 19.5034, -18.6208], [-25.0390, 18.3976, -18.9541], [-27.9474, 19.5157, -19.1743], [-27.6572, 20.9016, -19.0713], [-28.2934, 21.6031, -18.0138], [-27.7375, 23.0207, -17.9169], [-27.6511, 23.8046, -19.1768], [-28.9415, 24.0176, -19.8152], [-29.8973, 24.8497, -18.9182], [-29.2403, 26.1003, -18.7295], [-29.3151, 26.5874, -17.4088], [-27.5141, 18.9065, -18.3779], [-27.5881, 19.1426, -20.1302], [-29.0315, 19.3875, -19.1445], [-28.1035, 21.0760, -17.0741], [-29.3784, 21.6198, -18.1638], [-26.7261, 23.0376, -17.4972], [-28.2721, 23.5460, -17.1165], [-27.2993, 24.7135, -18.8875], [-29.4748, 23.1139, -20.0911], [-28.8296, 24.6119, -20.7207], [-30.1224, 24.3795, -17.9585], [-30.8346, 25.0517, -19.4466], [-28.9381, 27.6058, -17.3566], [-28.6850, 26.0011, -16.7228], [-30.3201, 26.4852, -16.9876]]}